This record from OMol25 describes a cluster of 3 separate species, C33H52F9N2O9 in total in a non-equilibrium geometry. The level of theory is ωB97M-V/def2-TZVPD.

```
105
Properties=species:S:1:pos:R:3
H 4.0251 -2.5545 0.9803
H 5.4900 -4.0248 0.4101
O -2.6210 8.8141 3.8494
H 2.0370 -3.5612 -3.4713
C -3.2680 0.0391 0.7522
C -4.7651 -0.3078 0.8177
H 1.5053 -4.5035 -1.3733
C -2.5634 -1.4382 -3.9367
F -0.8263 -5.2307 -1.2806
C 5.7771 1.1759 -2.6401
H 3.4533 -3.7991 -1.6909
H -2.9053 7.6041 7.4915
H -2.3055 0.4908 2.5845
H 7.8673 1.2411 -2.3184
H -5.1906 1.3812 -0.4423
F -2.2850 -4.2511 -3.5352
H -7.2220 -0.6431 0.0114
H 0.5464 -2.8992 1.6211
H 2.6876 -5.1713 0.2510
H -1.4494 -1.8165 -0.2874
H 8.9207 1.2556 -0.1161
H -3.0326 -1.0883 2.5928
H -0.5176 -1.1862 2.5279
H -1.4484 5.7304 2.4962
H 5.2801 -5.7247 0.8029
H 2.7918 -0.3705 -2.7704
H -1.3588 5.6763 5.6758
C -7.0422 0.4225 -0.1043
O -1.8466 8.4299 5.9281
C -2.0412 7.3690 6.8683
H 4.8559 -5.1197 -0.7736
F -0.6686 -1.3097 -2.5344
C -2.4596 8.0886 4.7711
C 4.2042 -1.8826 -2.0236
H 7.2010 -0.3676 -2.1175
H 3.4009 -4.9675 1.8064
O -7.2741 0.8568 -1.4363
C 3.0431 -2.8010 -1.6364
O -2.4112 3.5063 1.0734
H -7.7854 0.9303 0.5013
H -6.8323 -1.0864 -2.0596
C 4.8443 -4.8837 0.2846
H -5.0499 -0.6756 1.7969
C -1.8137 4.7206 0.5996
C 0.0193 -3.0742 0.6950
H 5.8128 0.9185 -3.6920
C 4.4874 0.6512 -2.0022
H -5.7704 1.5399 1.2035
H 3.7641 1.4590 -1.9986
H -0.5768 -0.1600 1.1111
H -2.9709 5.4513 6.3857
O -2.8583 6.7918 4.8030
C 7.9483 1.7399 -0.0351
C -1.2125 -2.1644 0.7095
H 4.8067 -1.7174 -1.1378
O -4.2258 3.0733 2.3442
H 7.7568 1.9135 1.0127
H -6.7356 0.1711 -3.2763
H -8.3076 -0.3654 -2.7376
C 3.0896 -3.0936 0.8967
C -3.4273 3.8384 1.9128
C -2.1817 5.7039 1.6885
C 2.3882 -2.4844 -0.2826
C 2.3157 -0.5093 0.9652
H -1.1648 7.2559 7.5006
H -4.9376 -1.1210 0.1139
C -1.0962 -0.9584 1.6398
H 1.5236 -1.9652 -2.9644
H 8.0052 2.6977 -0.5495
F -3.4914 -1.2740 -2.9809
O -3.4043 5.1569 2.1919
O 2.4470 -1.0254 -0.2246
C 1.8432 -2.9375 -2.6150
H 4.6478 0.4157 -0.9598
H -0.7407 4.5965 0.4777
O 6.9094 0.9404 -0.5410
H -3.2085 1.1106 0.6492
H -2.8817 -0.3695 -0.1765
H -2.3380 6.7136 1.3200
C 3.8536 -0.5638 -2.7392
F -2.4245 -3.2763 -1.5899
H 5.7739 2.2551 -2.5464
C -0.3658 -4.3342 -2.1824
F 0.0625 -5.0415 -3.2590
C -2.2846 6.1800 5.9628
H -0.2713 -4.1122 0.7152
C -2.4644 -0.3948 1.9801
H 4.8233 -2.4709 -2.6903
C 7.0189 0.6873 -1.9251
N 0.8934 -2.7714 -0.4848
H 4.2918 -0.5807 -3.7249
H -2.2564 4.9778 -0.3640
C -7.2931 -0.1665 -2.4064
C 0.8966 -3.6547 -1.6711
C -5.6527 0.8518 0.3819
H -2.0526 -2.7726 1.0287
H 0.5796 -1.8415 -0.7785
F -3.0612 -2.0760 -5.0016
H 2.5772 -2.9255 1.8357
C 3.4294 -4.5936 0.7918
C -1.6011 -3.4872 -2.6413
F -0.4993 -2.4578 -4.4249
N 2.2666 -0.0333 2.0424
C -1.2963 -2.1729 -3.3720
F -2.1258 -0.2124 -4.3298
```

calculated total energy	-2973.77698	hartree
HOMO	-10.813	eV
total charge	+1